C15H12Cl2I2N2O3Pt | ωB97M-V with the def2-TZVPD basis set

Results
Relative energy (zero: lowest compared OMol25 entry of this formula, charge and spin): 0.427 eV
LUMO level: -0.735 eV
HOMO: -6.977 eV
HOMO-LUMO gap: 6.242 eV

ORCA input file:
```
! RIJCOSX wB97M-V def2-TZVPD def2/J DEFGRID3
* xyz 0 1
Pt -0.80 -0.09 -0.70
I 3.23 -4.81 3.04
C 1.87 -3.29 2.61
C 0.53 -3.41 3.00
C -0.36 -2.40 2.72
I -2.37 -2.60 3.26
C 0.00 -1.20 2.04
O -0.81 -0.26 1.77
C 1.37 -1.15 1.62
C 1.80 0.03 0.83
N 1.26 -0.06 -0.58
C 1.68 1.07 -1.46
C 0.73 2.21 -1.23
C 1.08 3.54 -1.20
C 0.09 4.49 -1.00
C -1.21 4.08 -0.82
C -1.50 2.73 -0.83
N -0.55 1.82 -1.05
C 2.27 -2.17 1.91
H 0.20 -4.29 3.53
H 2.89 0.08 0.74
H 1.42 0.96 1.25
H 1.64 -0.91 -0.98
H 1.56 0.74 -2.49
H 2.72 1.35 -1.28
H 2.12 3.83 -1.33
H 0.35 5.54 -0.97
H -2.01 4.80 -0.65
H -2.50 2.33 -0.68
H 3.31 -2.08 1.59
Cl -1.93 -1.59 -3.62
C -2.61 -2.04 -2.06
Cl -1.30 -2.48 -0.87
C -3.46 -0.91 -1.46
O -4.66 -0.99 -1.61
O -2.82 0.04 -0.85
H -3.22 -2.93 -2.20
*
```